No. 1
{"formula": "C37H33O2P2Tl", "method": "the ωB97M-V functional and the def2-TZVPD basis", "gap_ev": 6.09, "charge": 2, "e_tot_ha": -2434.77468, "homo_energy_ha": -0.5225, "e_lumo_ev": -8.13, "symbols": ["C", "C", "C", "C", "C", "C", "P", "C", "C", "C", "C", "C", "C", "Tl", "P", "C", "C", "C", "C", "C", "C", "C", "C", "C", "C", "C", "C", "C", "C", "C", "C", "C", "C", "C", "C", "C", "C", "C", "C", "H", "H", "H", "H", "H", "H", "H", "H", "H", "H", "H", "H", "H", "H", "H", "H", "H", "H", "H", "H", "H", "H", "H", "H", "H", "H", "H", "H", "H", "H", "H", "H", "O", "C", "O", "H"], "coordinates": [[0.7627, -0.9371, -2.0845], [-0.2737, -1.4375, -1.2651], [-1.5929, -1.5068, -1.7617], [-1.8391, -1.2361, -3.1037], [-0.7863, -0.8396, -3.9392], [0.5076, -0.6611, -3.4273], [0.0265, -1.8115, 0.4764], [-1.2904, -2.9094, 1.0198], [-2.3646, -2.4688, 1.8308], [-3.3781, -3.3770, 2.1342], [-3.3069, -4.6872, 1.6435], [-2.2253, -5.1236, 0.8577], [-1.2029, -4.2281, 0.5556], [0.0596, 0.0978, 2.2174], [0.0376, 1.9101, 0.3683], [-1.3598, 1.8605, -0.7524], [-1.1712, 2.1855, -2.1063], [-2.2714, 2.2546, -2.9548], [-3.5456, 1.9484, -2.4586], [-3.7324, 1.5360, -1.1280], [-2.6326, 1.4630, -0.2708], [-0.1624, 3.2785, 1.5288], [0.6636, 3.3171, 2.6797], [0.4572, 4.3228, 3.6210], [-0.5694, 5.2555, 3.4136], [-1.4302, 5.1675, 2.3090], [-1.2544, 4.1454, 1.3793], [1.6416, 2.0948, -0.3977], [2.7079, 1.1830, -0.2069], [3.9439, 1.4744, -0.7872], [4.1063, 2.6690, -1.5083], [3.0572, 3.5945, -1.6503], [1.8205, 3.3070, -1.0853], [1.6316, -2.6162, 0.5998], [2.0750, -3.3676, -0.5013], [3.2731, -4.0735, -0.4147], [4.0319, -4.0000, 0.7643], [3.6126, -3.2237, 1.8543], [2.4120, -2.5166, 1.7795], [1.4299, 2.5582, 2.8520], [1.1168, 4.3676, 4.4939], [-0.6918, 6.0653, 4.1233], [-2.2265, 5.9003, 2.1431], [-1.9260, 4.0135, 0.5283], [-0.1717, 2.3742, -2.4835], [-2.1246, 2.5387, -4.0053], [-4.4066, 2.0187, -3.1205], [-4.7328, 1.2890, -0.7519], [-2.7592, 1.1271, 0.7554], [2.5776, 0.2738, 0.3784], [4.7758, 0.7605, -0.6804], [5.0697, 2.8847, -1.9650], [3.1842, 4.5349, -2.1995], [0.9934, 4.0097, -1.1499], [1.4808, -3.4091, -1.4090], [3.5921, -4.6844, -1.2682], [4.9612, -4.5604, 0.8383], [4.2118, -3.1733, 2.7781], [2.0754, -1.9173, 2.6255], [-2.4033, -1.4485, 2.2171], [-4.2289, -3.0402, 2.7488], [-4.1107, -5.3806, 1.8736], [-2.1711, -6.1462, 0.4709], [-0.3482, -4.5275, -0.0464], [-2.4036, -1.7778, -1.0981], [-2.8612, -1.3295, -3.4915], [-0.9722, -0.6406, -4.9882], [1.3226, -0.3186, -4.0794], [1.7557, -0.7789, -1.6807], [-0.0474, 0.1942, -6.9572], [0.7025, 0.1861, -6.8923], [-0.3836, -1.2872, 6.2820], [-0.2790, -1.0080, 5.0949], [-0.2497, 0.1230, 4.4669], [-0.1911, -1.8354, 4.3678]], "lowdin_charge": [-0.093, -0.340, -0.064, -0.044, -0.046, -0.046, 0.974, -0.383, -0.100, -0.047, -0.030, -0.029, -0.065, 1.032, 0.989, -0.366, -0.071, -0.046, -0.036, -0.044, -0.094, -0.390, -0.115, -0.037, -0.030, -0.037, -0.068, -0.359, -0.099, -0.045, -0.028, -0.030, -0.082, -0.374, -0.090, -0.032, -0.030, -0.043, -0.092, 0.093, 0.129, 0.120, 0.125, 0.110, 0.104, 0.130, 0.122, 0.126, 0.105, 0.078, 0.127, 0.122, 0.129, 0.121, 0.111, 0.128, 0.122, 0.131, 0.077, 0.079, 0.129, 0.121, 0.126, 0.109, 0.112, 0.129, 0.079, 0.119, 0.094, 0.025, 0.034, 0.094, -0.529, -0.191, 0.094]}

---

No. 2
{"formula": "C6H16AlClIN2O2P", "method": "the ωB97M-V functional and the def2-TZVPD basis", "gap_ev": 7.79, "charge": 2, "e_tot_ha": -1839.43745, "homo_energy_ha": -0.6344, "e_lumo_ev": -9.47, "symbols": ["C", "I", "H", "H", "H", "Al", "P", "C", "C", "H", "H", "H", "C", "H", "H", "H", "H", "H", "H", "C", "O", "Cl", "N", "C", "N", "O", "H", "H", "H", "H"], "coordinates": [[-1.1849, 1.4216, -2.8267], [-2.9845, 1.0833, -1.1590], [-0.2528, 1.9853, -2.6664], [-1.8522, 2.0956, -3.3838], [-1.0611, 0.4957, -3.4044], [-0.5723, 1.0064, -0.5091], [0.5982, -1.0926, -0.6940], [0.0064, -2.8284, -0.7770], [1.6647, -0.9806, -2.1789], [2.3478, -0.3342, 0.8272], [2.6217, -2.0313, 0.3089], [1.3773, -1.6597, 1.5461], [1.8617, -1.2981, 0.6282], [2.3024, -0.0894, -2.1159], [2.2926, -1.8816, -2.2412], [0.7819, -3.4932, -1.1891], [-0.8824, -2.8872, -1.4160], [1.0335, -0.9075, -3.0741], [-0.2451, -3.1763, 0.2329], [-2.3792, -1.6956, 0.7268], [-3.4141, -1.4420, 1.1524], [1.1603, 2.4094, -0.5373], [-1.0870, 1.4305, 3.6396], [-0.5328, 1.6563, 2.4330], [0.3708, 2.6265, 2.3676], [-0.9040, 0.9393, 1.4195], [-0.8321, 2.0636, 4.3951], [-1.7013, 0.6456, 3.8056], [0.8485, 2.8125, 1.4659], [0.6179, 3.1261, 3.2244]], "lowdin_charge": [-0.204, 1.251, 0.016, 0.033, 0.053, -0.423, 0.793, -0.251, -0.235, 0.052, 0.081, 0.066, -0.209, 0.055, 0.074, 0.078, 0.053, 0.051, 0.042, 0.007, 0.054, 0.407, 0.220, -0.535, 0.187, -0.140, 0.142, 0.139, -0.007, 0.150]}

---

No. 3
{"formula": "H11O5S", "method": "the ωB97M-V functional and the def2-TZVPD basis", "gap_ev": 7.21, "charge": -1, "e_tot_ha": -781.04435, "homo_energy_ha": -0.1637, "e_lumo_ev": 2.76, "symbols": ["S", "H", "H", "H", "O", "H", "H", "O", "H", "H", "O", "H", "H", "O", "H", "H", "O"], "coordinates": [[0.0052, 2.0767, -0.3178], [-0.4468, 2.0010, -1.6160], [2.5253, -0.3058, -0.5149], [1.0065, -0.0759, -0.7124], [1.7129, -0.7632, -0.6699], [1.6102, -5.8773, 1.1143], [0.3838, -6.7395, 1.1357], [1.3267, -6.7813, 0.9495], [-2.4229, -0.2936, -1.1000], [-3.2610, 0.8653, -1.6827], [-3.2970, -0.0562, -1.4003], [-1.1169, -1.0075, 1.1209], [-1.2557, 0.4475, 0.7041], [-1.7822, -0.3201, 1.0154], [2.6569, 3.7612, 0.3345], [1.2957, 3.5035, 0.4025], [1.9196, 4.1839, 0.8154]], "lowdin_charge": [0.191, -0.304, -0.006, -0.083, -0.133, 0.034, 0.030, -0.064, -0.011, 0.027, -0.083, 0.022, -0.114, -0.134, 0.004, -0.173, -0.202]}

---

No. 4
{"formula": "C6H9F3NO", "method": "the ωB97M-V functional and the def2-TZVPD basis", "gap_ev": 9.88, "charge": 1, "e_tot_ha": -663.30095, "homo_energy_ha": -0.5392, "smiles": "CC[N+]1=C(C(F)(F)F)OCC1", "e_lumo_ev": -4.79, "symbols": ["C", "C", "N", "C", "C", "F", "F", "F", "O", "C", "C", "H", "H", "H", "H", "H", "H", "H", "H", "H"], "coordinates": [[-0.3683, -1.3583, -1.8075], [-0.0828, -1.3037, -0.3359], [-0.5054, 0.1194, -0.0168], [-1.8657, 0.6541, 0.1959], [-3.1358, -0.2437, 0.3059], [-4.1101, 0.2899, 0.9136], [-3.5179, -0.6360, -0.9056], [-2.6826, -1.3034, 0.9836], [-1.8268, 1.8798, 0.5223], [-0.5053, 2.4174, 0.6574], [0.4113, 1.2775, 0.0986], [-1.3631, -1.7382, -2.0952], [-0.1914, -0.5205, -2.3357], [0.2833, -2.1681, -2.0831], [0.9490, -1.3960, -0.0948], [-0.6863, -1.9604, 0.2807], [-0.4458, 2.5675, 1.7842], [-0.4540, 3.4612, 0.2143], [0.8809, 1.4557, -0.8609], [1.0381, 0.9428, 0.8806]], "lowdin_charge": [-0.052, -0.114, 0.005, -0.005, -0.594, 0.283, 0.201, 0.179, 0.095, -0.028, -0.043, 0.100, 0.047, 0.089, 0.123, 0.122, 0.165, 0.166, 0.139, 0.123]}

---

No. 5
{"formula": "C3H20NO6", "method": "the ωB97M-V functional and the def2-TZVPD basis", "gap_ev": [11.54, 3.08], "charge": 2, "e_tot_ha": -631.65275, "spin_multiplicity": 2, "homo_energy_ha": [-0.6868, -0.6442], "e_lumo_ev": [-7.15, -14.45], "symbols": ["C", "C", "C", "N", "H", "H", "H", "H", "H", "H", "H", "H", "H", "H", "O", "H", "H", "O", "H", "H", "O", "H", "H", "O", "H", "H", "O", "H", "H", "O"], "coordinates": [[0.0318, 1.2834, -3.0456], [0.8638, 0.1782, -2.3501], [2.0544, 1.0509, -0.3732], [1.0624, 0.4150, -0.8451], [-0.0028, 1.0142, -4.2377], [-0.9681, 1.1938, -2.6893], [0.4479, 2.2936, -3.0827], [0.4855, -0.8005, -2.5990], [1.8094, 0.2713, -2.8924], [2.1487, 1.1836, 0.7508], [2.8402, 1.5403, -0.8634], [0.6077, -0.3860, -0.1730], [-3.8880, -0.7467, -1.5898], [-3.6055, -0.2432, -0.1922], [-3.1346, -0.3746, -1.0234], [-1.0256, 1.4402, 0.9542], [-0.9654, 0.2063, 1.9668], [-0.6001, 0.6447, 1.1948], [-1.1608, -1.7208, 0.0729], [-1.4652, -1.1279, -1.2631], [-0.8449, -1.8012, -0.8893], [-1.4955, -2.1171, 2.9065], [-2.2708, -0.9486, 3.5495], [-1.6908, -1.1765, 2.7349], [2.5244, 1.2460, 3.6446], [1.0416, 0.8078, 3.7702], [1.6057, 1.5381, 3.6110], [2.5242, -2.0395, 0.6623], [1.1005, -1.4613, 1.3278], [1.9699, -1.3636, 0.9631]], "lowdin_charge": [-0.066, -0.173, 0.144, 0.010, 0.160, 0.041, 0.082, 0.106, 0.126, 0.122, 0.115, 0.138, 0.137, 0.072, -0.033, 0.085, 0.015, 0.087, 0.107, 0.055, 0.132, 0.085, 0.142, -0.074, 0.096, 0.041, 0.138, 0.062, 0.031, 0.015]}

---

No. 6
{"formula": "C30H50AsBrN4O6SSi3Ti", "method": "the ωB97M-V functional and the def2-TZVPD basis", "gap_ev": 7.42, "e_tot_ha": -8769.75500, "homo_energy_ha": -0.2779, "e_lumo_ev": -0.15, "symbols": ["Ti", "C", "C", "C", "C", "C", "Br", "N", "C", "H", "H", "H", "H", "H", "H", "O", "C", "N", "C", "O", "C", "C", "C", "C", "N", "C", "H", "H", "H", "H", "H", "H", "H", "H", "C", "C", "C", "C", "C", "C", "C", "C", "N", "H", "H", "H", "H", "H", "H", "H", "H", "H", "C", "Si", "C", "C", "As", "Si", "C", "C", "C", "Si", "C", "C", "C", "H", "H", "H", "H", "H", "H", "H", "H", "H", "H", "H", "H", "H", "H", "H", "H", "H", "H", "H", "H", "H", "H", "H", "H", "H", "H", "H", "O", "S", "O", "O", "O"], "coordinates": [[0.3005, 0.6685, -0.6871], [0.0906, -5.7389, 2.6842], [-0.1859, -4.2886, 2.4145], [0.5078, -3.2753, 3.0737], [0.2030, -1.9514, 2.8273], [-0.7948, -1.7098, 1.8992], [-1.2859, 0.0968, 1.5078], [-1.4742, -2.6226, 1.2622], [-1.1661, -3.8944, 1.5159], [-0.1807, -5.9829, 3.7124], [1.1481, -5.9685, 2.5505], [-0.4842, -6.3785, 2.0161], [1.2975, -3.5235, 3.7725], [0.7488, -1.1386, 3.2832], [-1.7383, -4.6352, 0.9674], [6.0199, -4.2461, -2.1702], [5.6640, -3.1062, -2.9341], [4.3045, -2.7334, -2.6705], [3.2917, -3.3508, -3.3253], [3.4540, -4.1603, -4.2205], [1.9120, -2.9063, -2.9155], [0.9400, -3.8311, -2.5679], [-0.3350, -3.3828, -2.2778], [-0.5942, -2.0255, -2.3353], [0.3239, -1.1183, -2.6651], [1.5519, -1.5621, -2.9542], [6.5776, -4.8228, -2.6976], [5.7481, -3.3072, -4.0026], [6.3003, -2.2635, -2.6537], [4.1296, -2.2665, -1.7882], [1.1823, -4.8864, -2.5531], [-1.1256, -4.0767, -2.0312], [-1.5873, -1.6356, -2.1333], [2.2727, -0.8183, -3.2737], [0.2537, 1.6857, -4.2861], [-1.2292, 1.5440, -4.0583], [-2.0844, 1.6169, -5.1480], [-3.4504, 1.4366, -5.0136], [-3.9769, 1.1533, -3.7624], [-3.1590, 1.0663, -2.6500], [-3.7167, 0.6759, -1.3078], [-1.7629, 1.2816, -2.7713], [-0.9717, 1.2177, -1.6571], [0.6272, 0.8033, -4.8088], [0.7916, 1.7693, -3.3446], [0.4724, 2.5533, -4.9118], [-1.6645, 1.8092, -6.1292], [-4.0898, 1.5039, -5.8841], [-5.0418, 0.9827, -3.6520], [-4.7922, 0.8457, -1.2665], [-3.2240, 1.2357, -0.5153], [-3.5323, -0.3849, -1.1108], [-2.6513, 4.0945, -0.3319], [-0.8399, 4.6061, -0.6055], [-0.4829, 4.6781, -2.4618], [-0.6304, 6.3493, 0.1325], [0.5785, 2.8871, 0.2882], [2.7269, 3.6733, -0.4164], [2.8391, 5.5827, -0.3795], [3.1476, 3.3086, -2.2283], [4.0745, 3.0611, 0.7652], [0.5971, 3.6254, 2.5948], [1.3041, 5.3544, 2.9620], [-1.2441, 3.6824, 3.0692], [1.5358, 2.4465, 3.7464], [-3.2768, 4.9376, -0.0355], [-2.7267, 3.3282, 0.4419], [-3.0675, 3.6758, -1.2506], [-1.2680, 5.2054, -3.0064], [-0.4454, 3.6581, -2.8460], [0.4696, 5.1672, -2.6762], [-0.9329, 7.1028, -0.5962], [0.4078, 6.5389, 0.4061], [-1.2439, 6.4854, 1.0247], [2.1780, 6.0237, -1.1292], [3.8618, 5.8830, -0.6149], [2.5833, 6.0159, 0.5864], [2.2782, 3.4634, -2.8714], [3.4841, 2.2814, -2.3569], [3.9374, 3.9764, -2.5757], [4.0811, 3.6273, 1.6988], [5.0634, 3.1467, 0.3113], [3.9084, 2.0142, 1.0113], [0.6332, 6.1525, 2.6447], [2.2719, 5.5144, 2.4877], [1.4500, 5.4444, 4.0397], [-1.7698, 4.4354, 2.4780], [-1.3770, 3.9261, 4.1243], [-1.7250, 2.7199, 2.8822], [2.3445, 2.9609, 4.2666], [1.9725, 1.6358, 3.1689], [0.8705, 2.0086, 4.4928], [3.5094, -0.9141, 0.2717], [2.2565, -0.2268, 0.1886], [1.8926, 0.5788, 1.3521], [2.1922, 0.7201, -1.0024], [1.0849, -1.1172, -0.0564]], "lowdin_charge": [0.489, -0.045, -0.247, -0.003, -0.077, -0.681, 0.952, 0.067, -0.091, 0.086, 0.086, 0.076, 0.126, 0.110, 0.116, -0.031, -0.248, 0.104, -0.445, 0.083, -0.100, 0.014, -0.036, -0.121, 0.048, -0.078, 0.085, 0.127, 0.125, 0.129, 0.128, 0.107, 0.112, 0.128, -0.061, -0.224, -0.059, -0.088, -0.060, -0.228, -0.060, -0.296, -0.134, 0.082, 0.035, 0.087, 0.112, 0.098, 0.107, 0.081, 0.019, 0.075, -0.201, 0.381, -0.195, -0.205, 0.872, 0.384, -0.212, -0.194, -0.183, 0.392, -0.199, -0.222, -0.194, 0.033, 0.005, 0.025, 0.043, -0.009, 0.022, 0.036, -0.008, 0.023, 0.018, 0.037, -0.007, 0.008, 0.022, 0.037, 0.028, 0.039, 0.007, 0.015, 0.005, 0.036, 0.009, 0.035, -0.011, 0.030, -0.010, 0.031, -0.247, 0.241, -0.434, -0.459, -0.405]}

---

Please write out number 3 again, unchanged.
{"formula": "H11O5S", "method": "the ωB97M-V functional and the def2-TZVPD basis", "gap_ev": 7.21, "charge": -1, "e_tot_ha": -781.04435, "homo_energy_ha": -0.1637, "e_lumo_ev": 2.76, "symbols": ["S", "H", "H", "H", "O", "H", "H", "O", "H", "H", "O", "H", "H", "O", "H", "H", "O"], "coordinates": [[0.0052, 2.0767, -0.3178], [-0.4468, 2.0010, -1.6160], [2.5253, -0.3058, -0.5149], [1.0065, -0.0759, -0.7124], [1.7129, -0.7632, -0.6699], [1.6102, -5.8773, 1.1143], [0.3838, -6.7395, 1.1357], [1.3267, -6.7813, 0.9495], [-2.4229, -0.2936, -1.1000], [-3.2610, 0.8653, -1.6827], [-3.2970, -0.0562, -1.4003], [-1.1169, -1.0075, 1.1209], [-1.2557, 0.4475, 0.7041], [-1.7822, -0.3201, 1.0154], [2.6569, 3.7612, 0.3345], [1.2957, 3.5035, 0.4025], [1.9196, 4.1839, 0.8154]], "lowdin_charge": [0.191, -0.304, -0.006, -0.083, -0.133, 0.034, 0.030, -0.064, -0.011, 0.027, -0.083, 0.022, -0.114, -0.134, 0.004, -0.173, -0.202]}